No. 1
{"formula": "C33H59FeN2O2P2", "method": "ωB97M-V/def2-TZVPD", "symbols": ["C", "C", "C", "C", "C", "H", "H", "H", "N", "P", "P", "C", "H", "H", "C", "H", "C", "C", "C", "C", "C", "H", "H", "H", "C", "H", "H", "H", "C", "H", "H", "H", "C", "H", "H", "H", "C", "H", "H", "H", "C", "H", "H", "H", "C", "H", "H", "H", "C", "H", "H", "H", "C", "H", "H", "H", "C", "H", "H", "H", "C", "H", "H", "H", "C", "H", "H", "H", "Fe", "C", "O", "N", "C", "C", "C", "C", "C", "H", "H", "H", "H", "H", "H", "H", "H", "H", "C", "C", "C", "O", "C", "H", "H", "H", "H", "H", "H", "H", "H"], "coordinates": [[-2.6518, 1.2397, -1.6508], [-2.7236, -1.0315, -1.0222], [-3.8037, 1.0968, -2.4206], [-3.9909, -1.1734, -1.6427], [-4.5223, -0.1116, -2.3453], [-4.1336, 1.9393, -3.0262], [-4.4536, -2.1593, -1.6182], [-5.4739, -0.2059, -2.8599], [-2.2051, 0.2366, -0.8724], [-0.9823, 2.6101, 0.0501], [-0.4445, -2.2514, 0.2429], [-1.8511, 2.5250, -1.6133], [-1.1073, 2.5419, -2.4301], [-2.5147, 3.3790, -1.7970], [-1.9212, -2.1440, -0.6986], [-2.4413, -3.1049, -0.8868], [0.2489, -3.5315, -1.1081], [-0.6396, -3.3244, 1.8787], [0.6262, 3.5723, -0.2347], [-2.2822, 3.5057, 1.0806], [1.7563, -3.3532, -1.0351], [2.1917, -3.6844, -0.0835], [2.2461, -3.9174, -1.8458], [1.9925, -2.2926, -1.1546], [-0.1467, -4.9947, -0.8973], [0.2216, -5.4329, 0.0330], [-1.2336, -5.1280, -0.9694], [0.2941, -5.5798, -1.7208], [-0.2870, -3.1886, -2.5066], [0.2655, -3.7762, -3.2569], [-1.3469, -3.4423, -2.6281], [-0.1829, -2.1247, -2.7485], [0.7125, -3.9823, 2.2046], [1.4875, -3.2154, 2.3450], [0.6130, -4.5343, 3.1530], [1.0613, -4.6970, 1.4540], [-0.9947, -2.4463, 3.0780], [-0.2186, -1.7041, 3.2869], [-1.9641, -1.9526, 2.9628], [-1.0739, -3.0939, 3.9677], [-1.7859, -4.3222, 1.7298], [-1.6313, -5.0678, 0.9483], [-1.8812, -4.8739, 2.6771], [-2.7301, -3.7972, 1.5377], [-1.6994, 3.7711, 2.4785], [-2.4494, 4.3293, 3.0605], [-1.4890, 2.8393, 3.0135], [-0.7806, 4.3691, 2.4470], [-3.5112, 2.5859, 1.2187], [-3.9906, 2.3853, 0.2531], [-3.2484, 1.6336, 1.6939], [-4.2464, 3.0877, 1.8654], [-2.7362, 4.8356, 0.4511], [-3.6341, 5.1784, 0.9899], [-1.9781, 5.6205, 0.5473], [-3.0104, 4.7398, -0.6050], [1.0107, 3.4245, -1.7066], [0.3461, 3.9884, -2.3746], [2.0317, 3.8076, -1.8574], [1.0017, 2.3679, -1.9959], [1.7219, 2.9195, 0.6253], [1.9024, 1.8763, 0.3243], [2.6597, 3.4744, 0.4803], [1.4803, 2.9300, 1.6968], [0.5010, 5.0629, 0.0964], [-0.2612, 5.5565, -0.5197], [0.2970, 5.2525, 1.1569], [1.4657, 5.5389, -0.1376], [-0.6698, 0.3289, 0.3158], [-1.1618, 0.4456, 2.0158], [-1.4614, 0.5234, 3.1567], [0.4441, 0.0281, -1.1264], [0.9009, -0.4781, -2.0862], [2.0370, -0.4077, -3.1359], [1.8358, -1.4297, -4.2409], [2.0387, 0.9751, -3.7659], [3.3633, -0.6433, -2.4214], [1.8711, -2.4498, -3.8535], [0.8674, -1.2692, -4.7234], [2.6100, -1.3482, -5.0117], [2.4234, 1.7265, -3.0688], [2.6979, 0.9964, -4.6436], [1.0368, 1.2682, -4.1043], [4.2005, -0.4688, -3.1084], [3.4707, 0.0425, -1.5657], [3.4668, -1.6659, -2.0459], [3.2255, 0.5257, 4.1615], [3.9677, -0.5069, 3.2969], [3.0513, -0.7128, 2.0886], [1.7255, -0.2967, 2.4544], [1.7723, 0.4556, 3.6822], [3.2924, 0.3164, 5.2303], [3.6135, 1.5318, 3.9786], [4.0707, -1.4473, 3.8489], [4.9623, -0.1717, 3.0045], [3.3949, -0.0998, 1.2374], [3.0097, -1.7614, 1.7572], [1.1209, -0.0423, 4.4199], [1.3411, 1.4536, 3.4949]], "forces_ev_per_angstrom": [[0.01, -0.25, 0.37], [0.05, 0.37, -0.29], [-0.06, -0.26, 0.11], [0.22, -0.20, -0.37], [0.08, 0.30, 0.05], [-0.04, -0.29, 0.11], [-0.03, 0.31, -0.11], [0.14, -0.03, 0.07], [-0.99, -0.35, -1.29], [-0.25, 0.85, -0.70], [1.42, -1.47, 0.49], [-0.10, 0.07, 0.13], [-0.35, -0.28, 0.43], [0.18, -0.23, 0.03], [-3.11, -0.68, 1.15], [0.27, 0.58, 0.02], [-0.16, 0.01, 0.73], [-0.55, 0.02, -0.62], [-0.56, 0.41, 0.13], [0.33, 0.39, -0.12], [0.33, -0.09, -0.31], [-0.20, 0.06, -0.22], [-0.01, 0.11, 0.18], [0.05, -0.36, 0.16], [0.13, -0.24, -0.21], [-0.20, 0.08, -0.28], [0.27, -0.03, 0.03], [-0.07, 0.12, 0.15], [0.10, 0.12, -0.23], [-0.10, 0.15, 0.22], [0.32, -0.01, 0.04], [-0.13, -0.40, -0.11], [0.04, -0.03, -0.09], [-0.19, -0.17, -0.01], [-0.02, 0.19, -0.23], [-0.06, 0.22, 0.25], [0.08, 0.19, 0.14], [-0.18, -0.08, -0.12], [0.18, -0.03, -0.03], [0.03, 0.11, -0.30], [0.03, -0.48, 0.17], [-0.11, 0.22, 0.24], [-0.13, 0.12, -0.17], [0.14, -0.13, 0.09], [-0.11, 0.02, 0.17], [0.25, -0.13, -0.08], [-0.04, 0.25, -0.10], [-0.30, -0.14, 0.06], [0.12, -0.08, 0.07], [0.04, 0.05, 0.19], [-0.19, 0.23, -0.19], [0.18, -0.10, -0.18], [-0.14, 0.18, 0.28], [0.24, -0.05, -0.16], [-0.26, -0.23, -0.02], [0.01, 0.08, 0.25], [0.11, -0.05, -0.03], [0.18, -0.11, 0.18], [-0.20, -0.08, 0.08], [-0.07, 0.40, 0.10], [0.03, -0.02, 0.02], [-0.11, 0.21, 0.12], [-0.17, -0.08, 0.07], [0.01, 0.01, -0.23], [0.43, 0.23, -0.11], [0.23, -0.15, 0.17], [0.03, -0.02, -0.36], [-0.20, -0.03, 0.08], [0.65, 0.23, 1.45], [-1.47, -0.39, 5.26], [0.88, 0.17, -3.49], [2.22, -1.92, -4.32], [1.35, 3.08, 1.44], [-0.39, -0.77, -0.30], [-0.15, -0.51, -0.26], [-0.06, 0.75, -0.09], [0.43, 0.01, 0.62], [-0.02, 0.14, -0.09], [0.08, -0.12, -0.04], [-0.06, 0.17, 0.25], [-0.13, -0.20, -0.22], [-0.12, -0.24, 0.22], [0.19, 0.00, 0.08], [-0.29, 0.07, 0.00], [0.01, -0.17, -0.27], [0.01, 0.28, -0.19], [-0.08, 0.28, -0.35], [-0.33, -0.36, 0.30], [0.00, 0.23, -0.34], [0.55, -0.03, 0.27], [-0.52, -0.02, 0.13], [0.10, 0.04, -0.14], [0.06, -0.13, 0.10], [0.04, 0.13, -0.10], [-0.05, -0.05, 0.02], [-0.12, -0.13, 0.12], [0.00, 0.31, 0.07], [0.18, 0.09, -0.27], [0.17, -0.29, 0.07]], "e_above_lowest_kj_mol": 0.0, "multiplicity": 5, "charge": 1, "e_homo_ev": [-8.97, -10.03], "homo_lumo_gap_ev": [6.90, 5.87]}

No. 2
{"formula": "C33H59N2O2P2Re", "method": "ωB97M-V/def2-TZVPD", "symbols": ["C", "C", "C", "C", "C", "H", "H", "H", "N", "P", "P", "C", "H", "H", "C", "O", "C", "H", "C", "C", "C", "C", "C", "H", "H", "H", "C", "H", "H", "H", "C", "H", "H", "H", "C", "H", "H", "H", "C", "H", "H", "H", "C", "H", "H", "H", "C", "H", "H", "H", "C", "H", "H", "H", "C", "H", "H", "H", "C", "H", "H", "H", "C", "H", "H", "H", "C", "H", "H", "H", "Re", "N", "C", "C", "C", "C", "C", "H", "H", "H", "H", "H", "H", "H", "H", "H", "C", "C", "C", "O", "C", "H", "H", "H", "H", "H", "H", "H", "H"], "coordinates": [[-0.8718, -2.4929, -1.9053], [1.4032, -2.2830, -1.3155], [-0.6002, -3.6039, -2.7025], [1.6865, -3.5052, -1.9725], [0.6871, -4.1519, -2.6737], [-1.3995, -4.0252, -3.3135], [2.7239, -3.8329, -1.9873], [0.9002, -5.0689, -3.2097], [0.0792, -1.9903, -1.1084], [-2.3792, -0.7962, -0.2964], [2.2665, 0.2688, -0.2390], [-2.1888, -1.7469, -1.9141], [-2.1942, -1.0334, -2.7537], [-3.0133, -2.4389, -2.1133], [-0.0985, 1.6880, 0.7804], [0.0099, 2.7518, 1.2817], [2.3684, -1.3042, -1.0354], [3.4000, -1.6464, -1.1937], [3.4297, 1.0670, -1.6959], [3.3970, 0.5437, 1.3545], [-3.6503, 0.5923, -0.6399], [-3.2132, -2.2139, 0.6905], [2.9434, 2.5066, -1.7912], [3.0889, 3.0623, -0.8577], [3.4969, 3.0459, -2.5798], [1.8751, 2.5330, -2.0384], [4.9408, 0.9959, -1.4535], [5.2833, 1.5160, -0.5556], [5.2840, -0.0463, -1.4277], [5.4448, 1.4727, -2.3122], [3.2578, 0.3102, -3.0182], [3.7467, 0.8734, -3.8287], [3.7273, -0.6789, -2.9867], [2.2082, 0.1577, -3.2991], [3.7283, 2.0423, 1.4772], [2.8045, 2.6392, 1.5124], [4.2709, 2.2090, 2.4210], [4.3579, 2.4324, 0.6748], [2.6268, 0.1677, 2.6144], [1.7142, 0.7605, 2.7351], [2.3671, -0.8946, 2.6353], [3.2591, 0.3643, 3.4957], [4.6266, -0.3698, 1.3350], [5.3710, -0.1198, 0.5785], [5.1339, -0.2852, 2.3088], [4.3262, -1.4166, 1.1916], [-3.5023, -1.7100, 2.1055], [-4.0463, -2.4942, 2.6555], [-2.5735, -1.5018, 2.6477], [-4.1204, -0.8036, 2.1232], [-2.2388, -3.3980, 0.7652], [-2.1905, -3.9526, -0.1794], [-1.2259, -3.0826, 1.0320], [-2.5898, -4.0916, 1.5439], [-4.5122, -2.7537, 0.0603], [-4.6933, -3.7562, 0.4765], [-5.3896, -2.1504, 0.3113], [-4.4615, -2.8681, -1.0272], [-3.5158, 0.9547, -2.1190], [-3.8839, 0.1570, -2.7773], [-4.1104, 1.8557, -2.3303], [-2.4683, 1.1691, -2.3685], [-3.2919, 1.8156, 0.2200], [-2.3349, 2.2687, -0.0726], [-4.0751, 2.5769, 0.0809], [-3.2428, 1.5601, 1.2884], [-5.1092, 0.2269, -0.3533], [-5.4701, -0.5830, -0.9991], [-5.2765, -0.0208, 0.7019], [-5.7230, 1.1149, -0.5754], [-0.1175, -0.0358, -0.0344], [-0.0139, 0.5790, -1.7540], [0.3166, 0.9196, -2.8416], [0.0073, 1.9785, -3.9427], [1.1452, 1.9778, -4.9612], [-1.2939, 1.6146, -4.6583], [-0.1497, 3.3797, -3.3338], [2.0947, 2.2718, -4.4960], [1.2567, 0.9767, -5.3994], [0.9386, 2.6885, -5.7742], [-2.1675, 1.9315, -4.0732], [-1.3526, 2.1375, -5.6262], [-1.3595, 0.5333, -4.8413], [-0.5329, 4.0632, -4.1065], [-0.8691, 3.3722, -2.4976], [0.8025, 3.7926, -2.9690], [-0.7862, -0.7874, 4.6571], [0.3273, -1.7984, 4.4045], [0.1591, -2.1106, 2.9322], [-0.2941, -0.8498, 2.3159], [-0.8126, 0.0371, 3.3903], [-1.7416, -1.3111, 4.7870], [-0.6113, -0.1647, 5.5336], [0.2554, -2.6938, 5.0264], [1.3064, -1.3272, 4.5770], [1.0743, -2.4443, 2.4281], [-0.6165, -2.8781, 2.8092], [-1.8105, 0.3953, 3.1094], [-0.1553, 0.9094, 3.4670]], "forces_ev_per_angstrom": [[-0.20, 0.15, 0.39], [-0.21, -0.53, -0.15], [0.00, -0.14, -0.13], [0.73, 0.53, -0.11], [-0.45, -0.13, 0.19], [0.33, 0.06, 0.12], [-0.26, -0.11, -0.17], [0.01, 0.07, -0.03], [0.21, 2.08, 0.07], [-2.85, -1.04, -1.03], [2.99, -0.13, -0.24], [0.33, -0.09, 0.07], [0.23, -0.24, 0.25], [0.13, 0.23, 0.16], [-0.04, 6.34, 3.11], [-0.42, -4.38, -2.12], [1.77, -2.41, 1.31], [-0.38, -0.01, -0.10], [-0.39, 0.54, -0.10], [-0.03, -0.31, 0.22], [0.14, 0.01, 0.01], [0.13, -0.02, 0.41], [0.08, 0.36, -0.25], [-0.06, -0.13, -0.25], [-0.22, -0.17, 0.22], [0.34, 0.12, 0.11], [0.20, -0.05, 0.42], [-0.01, -0.18, -0.41], [0.02, 0.30, -0.01], [-0.34, -0.12, 0.21], [-0.29, -0.11, -0.13], [-0.17, -0.10, 0.33], [-0.07, 0.29, -0.11], [0.18, -0.04, -0.14], [-0.11, 0.13, -0.28], [0.26, -0.06, 0.08], [-0.22, -0.16, -0.25], [-0.19, -0.06, 0.31], [-0.45, -0.12, 0.17], [0.18, -0.07, -0.01], [0.10, 0.19, -0.05], [-0.15, -0.02, -0.36], [0.31, -0.10, -0.24], [-0.23, -0.11, 0.28], [-0.23, -0.07, -0.24], [0.13, 0.17, 0.15], [-0.01, 0.03, 0.36], [0.14, 0.25, -0.15], [-0.30, -0.14, -0.14], [0.13, -0.24, 0.01], [0.31, 0.03, -0.01], [-0.04, 0.05, 0.20], [-0.16, -0.14, -0.15], [0.05, 0.16, -0.26], [-0.30, 0.13, 0.02], [0.15, 0.26, -0.08], [0.31, -0.24, -0.09], [-0.13, -0.02, 0.25], [0.02, 0.15, -0.05], [0.04, 0.24, 0.13], [0.17, -0.19, 0.08], [-0.34, -0.01, 0.08], [0.05, 0.02, 0.04], [-0.28, -0.08, 0.01], [0.27, -0.22, 0.12], [-0.05, 0.13, -0.19], [-0.24, 0.01, -0.07], [0.08, 0.27, 0.24], [-0.06, 0.04, -0.38], [0.21, -0.26, 0.05], [-0.41, -3.54, 3.95], [1.19, 1.52, -5.28], [-2.80, 1.93, 1.49], [0.90, -0.05, -1.13], [0.51, -0.11, -0.25], [-0.77, -0.56, 0.09], [0.16, 0.13, 1.02], [-0.27, -0.06, -0.20], [0.06, 0.29, -0.03], [-0.07, -0.22, 0.34], [0.33, -0.15, -0.30], [0.26, -0.20, 0.38], [-0.08, 0.26, -0.14], [0.11, -0.41, 0.11], [0.17, 0.08, -0.30], [-0.41, -0.09, -0.22], [-0.43, -0.31, 0.03], [0.61, 0.33, -0.04], [-0.01, -0.49, 0.12], [0.03, 0.40, -0.96], [0.03, 0.49, -0.17], [0.16, 0.14, 0.06], [-0.02, -0.05, -0.04], [-0.02, 0.14, -0.12], [-0.26, -0.20, 0.06], [-0.25, 0.16, 0.03], [0.17, 0.35, -0.09], [0.22, -0.21, -0.06], [0.01, -0.20, -0.09]], "e_above_lowest_kj_mol": 0.0, "multiplicity": 4, "charge": 3, "e_homo_ev": [-16.64, -17.89], "homo_lumo_gap_ev": [7.52, 6.04]}